(1)
{
  "formula": "C33H88CuN3O13",
  "method": "wB97M-V/def2-TZVPD",
  "spin_multiplicity": 2,
  "gap_ev": [7.63, 4.74],
  "de_lowest_kcal_mol": 0.0,
  "energy_ev": -111362.82182,
  "charge": 1,
  "s2": 0.756,
  "e_homo_ev": [-10.2, -10.2],
  "elements": ["Cu", "C", "C", "C", "O", "H", "H", "H", "H", "H", "H", "H", "C", "O", "C", "C", "N", "C", "C", "O", "C", "H", "H", "H", "H", "H", "H", "H", "H", "H", "H", "H", "H", "H", "H", "H", "C", "O", "C", "C", "N", "C", "C", "O", "C", "H", "H", "H", "H", "H", "H", "H", "H", "H", "H", "H", "H", "H", "H", "H", "C", "O", "C", "C", "N", "C", "C", "O", "C", "H", "H", "H", "H", "H", "H", "H", "H", "H", "H", "H", "H", "H", "H", "H", "C", "C", "O", "H", "H", "H", "H", "H", "H", "C", "C", "O", "H", "H", "H", "H", "H", "H", "C", "C", "O", "H", "H", "H", "H", "H", "H", "C", "C", "O", "H", "H", "H", "H", "H", "H", "C", "C", "O", "H", "H", "H", "H", "H", "H", "C", "C", "O", "H", "H", "H", "H", "H", "H"],
  "xyz": [[-3.2393, 25.3643, -8.8110], [-1.2048, 21.2438, -9.1405], [-2.3774, 22.2398, -9.1770], [-3.5558, 21.7207, -8.3356], [-2.0408, 23.5198, -8.7939], [-1.6180, 20.2955, -9.4910], [-0.8449, 21.1322, -8.1191], [-0.4505, 21.5531, -9.8615], [-2.8098, 22.2117, -10.1875], [-4.2908, 22.4848, -8.0922], [-3.2254, 21.2439, -7.4072], [-4.0451, 20.9069, -8.8718], [-5.7418, 22.1379, -11.4635], [-5.0784, 23.2666, -12.0068], [-5.6313, 23.6979, -13.2542], [-6.5063, 24.9378, -13.0581], [-7.8197, 24.6617, -12.4563], [-8.3254, 25.8762, -11.7640], [-9.6281, 25.5275, -11.0804], [-9.4431, 24.6856, -9.9581], [-10.6756, 24.2176, -9.4669], [-5.4140, 21.9875, -10.4291], [-5.4320, 21.2227, -11.9797], [-6.8253, 22.2465, -11.4437], [-6.2066, 22.9284, -13.7772], [-4.8067, 23.9622, -13.9156], [-6.7380, 25.3851, -14.0303], [-5.8914, 25.6452, -12.4844], [-7.6229, 24.0601, -11.6590], [-8.4835, 26.7040, -12.4546], [-7.5687, 26.2094, -11.0425], [-10.3439, 25.0694, -11.7686], [-10.0627, 26.4824, -10.7438], [-11.3873, 25.0353, -9.3074], [-10.5189, 23.6700, -8.5421], [-11.1651, 23.5545, -10.1907], [0.6143, 20.1631, -12.5419], [1.9335, 19.6998, -12.5263], [2.7890, 20.4029, -11.6613], [4.0970, 19.6633, -11.5448], [4.7708, 19.6207, -12.8377], [5.9944, 18.8514, -12.8101], [6.6101, 18.7278, -14.1814], [8.0188, 18.5811, -14.0252], [8.6735, 18.5763, -15.2623], [0.0856, 19.9156, -11.6147], [0.0630, 19.8041, -13.4068], [0.6291, 21.2607, -12.6086], [2.2848, 20.5609, -10.6982], [3.0212, 21.4116, -12.0344], [3.8945, 18.6301, -11.2223], [4.7222, 20.1289, -10.7827], [4.1001, 19.2679, -13.5101], [5.8483, 17.8569, -12.3568], [6.7239, 19.3228, -12.1455], [6.3883, 19.5782, -14.8362], [6.2715, 17.8414, -14.7370], [8.5394, 17.6358, -15.8104], [9.7504, 18.6788, -15.1163], [8.3791, 19.4235, -15.8922], [-6.5801, 24.6966, -8.9596], [-5.3098, 24.7116, -8.3419], [-5.4247, 24.5363, -6.9188], [-4.0809, 24.5351, -6.1818], [-3.3073, 25.6925, -6.6386], [-1.9122, 25.6555, -6.1630], [-1.0730, 26.6214, -6.9973], [-1.2173, 26.3189, -8.3788], [-0.4580, 27.2200, -9.1864], [-7.1036, 23.7516, -8.7987], [-6.4859, 24.8239, -10.0361], [-7.2327, 25.4997, -8.6108], [-5.8464, 23.5402, -6.7649], [-6.1066, 25.3052, -6.5497], [-3.6039, 23.5761, -6.3632], [-4.3584, 24.6181, -5.1264], [-3.7576, 26.5009, -6.2207], [-1.5021, 24.6494, -6.1509], [-1.8693, 26.0334, -5.1352], [-0.0506, 26.5801, -6.6128], [-1.4507, 27.6411, -6.8519], [0.4577, 27.5419, -8.6856], [-1.0534, 28.1112, -9.4059], [-0.1555, 26.7068, -10.0976], [-0.2518, 16.9767, -11.2163], [-0.8643, 15.7813, -10.5182], [-2.2420, 15.5707, -10.8425], [0.7978, 17.0339, -10.9126], [-0.7016, 17.9433, -11.0073], [-0.2281, 16.7772, -12.2906], [-0.8102, 15.8269, -9.4278], [-0.3027, 14.8690, -10.7536], [-2.2736, 15.4796, -11.8032], [-2.2898, 18.7102, -6.0597], [-2.0243, 18.4534, -4.5827], [-3.1409, 17.8069, -3.9955], [-2.2337, 17.7340, -6.5405], [-1.5118, 19.3260, -6.5162], [-3.2366, 19.2344, -6.1838], [-1.8537, 19.3807, -4.0226], [-1.0974, 17.8752, -4.5056], [-3.0902, 17.8910, -3.0406], [2.8420, 24.1059, -9.4186], [1.4261, 23.7510, -8.9996], [0.5908, 24.0873, -10.1293], [3.5322, 23.7626, -8.6425], [2.9379, 25.1895, -9.4708], [3.1553, 23.6739, -10.3656], [1.0906, 24.4189, -8.1986], [1.3016, 22.7137, -8.6834], [-0.3327, 24.0023, -9.8610], [-5.2351, 21.1279, -4.3754], [-5.5934, 22.4257, -3.6211], [-6.5457, 23.1857, -4.3753], [-4.8864, 21.3772, -5.3758], [-6.1365, 20.5152, -4.3697], [-4.4590, 20.5722, -3.8464], [-4.6762, 23.0077, -3.5269], [-6.0228, 22.2205, -2.6412], [-7.3854, 22.7218, -4.2908], [-0.0433, 22.3169, -5.1045], [-1.3519, 22.4937, -4.3498], [-1.1674, 23.5858, -3.4521], [0.0060, 21.3216, -5.5550], [0.8458, 22.4235, -4.4863], [0.0384, 23.0388, -5.9213], [-1.6097, 21.5500, -3.8570], [-2.1829, 22.6891, -5.0371], [-2.0559, 23.8358, -3.1705], [-4.6914, 18.1442, -9.6012], [-5.4420, 16.9244, -10.1460], [-4.8490, 15.7551, -9.6222], [-5.1828, 19.0980, -9.8359], [-3.6950, 18.2297, -10.0444], [-4.5695, 18.1093, -8.5188], [-5.4021, 16.8680, -11.2389], [-6.4901, 16.9592, -9.8548], [-3.9681, 15.6232, -10.0027]]
}

(2)
{
  "formula": "C17H16N3O8SW",
  "method": "wB97M-V/def2-TZVPD",
  "spin_multiplicity": 1,
  "gap_ev": 5.61,
  "de_lowest_kcal_mol": 52.6,
  "energy_ev": -51394.34470,
  "charge": 1,
  "e_homo_ev": -11.1,
  "elements": ["W", "O", "C", "O", "C", "C", "C", "C", "C", "N", "C", "O", "O", "H", "H", "H", "O", "C", "O", "C", "C", "C", "C", "C", "C", "S", "H", "H", "H", "H", "C", "O", "C", "O", "N", "N", "H", "H", "H", "H", "H", "H", "C", "H", "H", "H"],
  "xyz": [[0.5728, 0.7704, -0.0979], [3.8130, 1.2750, 2.4887], [2.9056, 0.7885, 1.8761], [1.8022, 1.3902, 1.5012], [2.8274, -0.6962, 1.4884], [3.6469, -1.7496, 1.8709], [3.2084, -3.0475, 1.6149], [1.9542, -3.2615, 1.0515], [1.2128, -2.1544, 0.6621], [1.6740, -0.9114, 0.8391], [-0.2502, -2.1073, 0.1837], [-0.9120, -3.0897, -0.0017], [-0.6321, -0.8592, 0.1032], [4.5825, -1.5462, 2.3691], [3.8216, -3.8929, 1.8905], [1.5405, -4.2477, 0.9204], [-2.3293, 1.2909, -0.4197], [-1.5608, 0.9619, -1.3137], [-0.3993, 1.6207, -1.3678], [-1.7600, -0.0742, -2.3355], [-3.0402, -0.3011, -2.8539], [-3.2497, -1.2968, -3.7835], [-2.1917, -2.0975, -4.2004], [-0.9239, -1.8930, -3.6963], [-0.6862, -0.8778, -2.7718], [0.9553, -0.7528, -2.1432], [-3.8463, 0.3305, -2.5124], [-4.2400, -1.4578, -4.1743], [-2.3604, -2.9010, -4.9003], [-0.0932, -2.5143, -3.9915], [-2.6579, 0.8520, 3.5513], [-2.1916, 2.0947, 3.0015], [-1.2522, 2.0509, 2.1028], [-0.6823, 1.0156, 1.7182], [-0.8935, 3.2575, 1.6153], [0.1390, 3.3044, 0.6557], [-3.4167, 1.1276, 4.2800], [-1.8396, 0.3202, 4.0380], [-3.0904, 0.2303, 2.7667], [-1.3269, 4.1066, 1.9637], [1.0061, 3.6549, 1.0854], [-0.1311, 3.9155, -0.1213], [2.3176, 1.7071, -1.0762], [3.1342, 1.0059, -1.3069], [2.8025, 2.5213, -0.5187], [2.0431, 2.1381, -2.0524]]
}

(3)
{
  "formula": "C6H9N",
  "method": "wB97M-V/def2-TZVPD",
  "smiles": "CC1(C#N)CCC1",
  "spin_multiplicity": 1,
  "gap_ev": 10.73,
  "de_lowest_kcal_mol": 47.6,
  "energy_ev": -7856.09656,
  "e_homo_ev": -9.9,
  "elements": ["C", "C", "C", "N", "C", "C", "C", "H", "H", "H", "H", "H", "H", "H", "H", "H"],
  "xyz": [[1.2372, 1.2619, 0.2489], [0.5186, -0.0965, -0.0998], [1.5527, -1.0705, -0.4205], [2.3454, -1.8462, -0.7554], [-0.5396, -0.4586, 0.9525], [-1.7465, -0.1619, 0.0470], [-0.7741, -0.2484, -1.1417], [1.9379, 1.6578, -0.4998], [1.8478, 1.0870, 1.1543], [0.5369, 2.0632, 0.5139], [-0.4819, 0.1233, 1.8654], [-0.4509, -1.5261, 1.1368], [-2.5303, -0.9299, 0.1244], [-2.2305, 0.8064, 0.2032], [-0.8490, -1.2273, -1.6397], [-0.3738, 0.5659, -1.6894]]
}